Density functional theory data (ωB97M-V with the def2-TZVPD basis set) for C28H30N4O7P2RuSSb as an isolated structure.

Each line ends with the Löwdin spin population.
Positions of all 74 atoms, in Å:
Ru  0.494  1.560  1.539  0.8837
C  2.410  6.340  1.549  0.0008
C  2.041  5.969  2.976  0.0002
N  2.626  4.677  3.364  0.0056
C  2.060  3.505  3.060  0.0079
S  0.321  3.418  2.851  0.0167
N  2.850  2.440  3.018  0.0046
N  2.152  1.348  2.646  -0.0033
C  2.717  0.203  2.494  -0.0074
C  4.195  0.015  2.492  -0.0014
C  1.720  -0.875  2.434  -0.0002
C  2.019  -2.211  2.611  -0.0014
C  0.981  -3.111  2.815  -0.0002
C  -0.322  -2.649  2.832  0.0009
C  -0.549  -1.314  2.555  0.0082
N  0.439  -0.454  2.315  0.0241
H  1.923  7.272  1.263  0.0000
H  2.085  5.555  0.863  0.0006
H  3.490  6.470  1.446  0.0000
H  0.961  5.888  3.070  -0.0003
H  2.390  6.713  3.691  0.0000
H  3.635  4.633  3.318  0.0000
H  4.670  0.969  2.284  -0.0001
H  4.473  -0.715  1.730  -0.0002
H  4.567  -0.350  3.454  -0.0004
H  3.052  -2.527  2.642  -0.0001
H  1.189  -4.160  2.979  0.0000
H  -1.154  -3.309  3.029  0.0003
H  -1.549  -0.903  2.531  0.0014
O  1.972  0.620  -0.682  0.0034
P  1.744  2.214  -0.983  0.0024
O  2.625  2.639  -2.070  -0.0008
O  1.775  2.860  0.416  0.0316
O  0.183  2.167  -1.393  -0.0002
P  -1.038  2.933  -0.556  0.0016
O  -2.188  2.688  -1.639  0.0001
O  -0.726  4.345  -0.319  -0.0003
O  -1.374  1.986  0.613  0.0214
H  2.904  0.428  -0.863  0.0001
H  -2.310  3.483  -2.175  0.0000
C  0.047  -5.481  -0.248  -0.0001
C  1.060  -4.545  -0.414  0.0000
C  0.744  -3.199  -0.558  0.0000
C  -0.584  -2.769  -0.533  -0.0001
C  -1.594  -3.718  -0.357  -0.0001
C  -1.279  -5.068  -0.220  0.0000
Sb  -0.919  -0.656  -0.856  0.0007
C  -3.058  -0.713  -0.857  0.0001
C  -3.743  -1.022  0.317  0.0000
C  -5.128  -1.118  0.333  0.0000
C  -5.849  -0.890  -0.831  0.0000
C  -5.182  -0.543  -1.996  0.0000
C  -3.796  -0.449  -2.009  0.0000
C  -0.639  -0.922  -2.968  0.0002
C  -1.352  -1.942  -3.605  0.0000
C  -1.173  -2.193  -4.958  0.0000
C  -0.273  -1.428  -5.691  0.0000
C  0.454  -0.430  -5.063  0.0000
C  0.279  -0.181  -3.705  0.0000
H  0.290  -6.533  -0.154  0.0000
H  2.096  -4.864  -0.435  0.0000
H  1.540  -2.474  -0.703  0.0000
H  -2.632  -3.405  -0.341  0.0000
H  -2.071  -5.797  -0.093  0.0000
H  -3.197  -1.185  1.239  0.0000
H  -5.643  -1.365  1.253  0.0000
H  -6.928  -0.981  -0.827  0.0000
H  -5.742  -0.342  -2.901  0.0000
H  -3.289  -0.156  -2.920  0.0000
H  -2.048  -2.552  -3.040  0.0000
H  -1.729  -2.989  -5.438  0.0000
H  -0.143  -1.610  -6.751  0.0000
H  1.167  0.161  -5.625  0.0000
H  0.861  0.604  -3.242  0.0000

Calculated values
Strongest force on any atom = 1.20 eV/A
<S²> = 0.760
Calculated total energy = -3246.95461 a.u.
Multiplicity = 2

Density functional theory data (ωB97M-V with the def2-TZVPD basis set) for C28H30N4O7P2RuSSi as an isolated structure.

Each line ends with the Löwdin spin population.
Positions of all 74 atoms, in Å:
Ru  0.758  0.235  0.321  3.2889
N  -1.138  3.498  1.043  0.0372
C  -0.702  2.507  0.209  0.0895
S  0.989  2.630  -0.292  0.1645
N  -1.531  1.607  -0.222  0.0691
N  -1.035  0.612  -0.983  0.3528
C  -1.854  -0.069  -1.764  0.1987
C  -1.439  -1.081  -2.657  0.0812
C  -2.357  -1.602  -3.606  0.0997
C  -1.978  -2.481  -4.591  0.0164
C  -0.650  -2.882  -4.684  0.1524
C  0.260  -2.450  -3.724  0.0086
C  -0.111  -1.600  -2.704  0.0902
O  0.781  -1.296  -1.706  0.0825
H  -0.383  3.932  1.560  0.0041
H  -1.923  3.233  1.623  0.0020
H  -2.904  0.224  -1.777  0.0158
H  -3.389  -1.293  -3.524  0.0043
H  -2.700  -2.846  -5.310  -0.0030
H  -0.322  -3.543  -5.471  0.0134
H  1.283  -2.795  -3.782  -0.0031
N  1.979  -0.340  3.832  0.0001
C  0.617  -0.544  4.374  0.0009
C  0.622  -0.871  5.839  0.0003
P  -0.172  1.105  3.935  0.0056
O  -1.739  0.856  4.081  0.0013
O  0.310  2.128  4.882  0.0039
O  0.224  1.249  2.488  0.0576
P  -0.158  -1.748  3.198  0.0050
O  0.448  -3.122  3.866  0.0023
O  -1.637  -1.758  3.203  0.0006
O  0.593  -1.567  1.902  0.0417
H  2.668  -1.033  4.139  0.0002
H  2.282  0.625  4.021  -0.0001
H  1.824  -0.460  2.792  0.0022
H  0.958  -0.006  6.416  0.0001
H  1.249  -1.738  6.049  0.0000
H  -0.393  -1.107  6.150  0.0000
H  -1.976  0.064  3.567  0.0000
H  0.104  -3.841  3.336  0.0001
C  5.341  -0.262  -4.386  0.0004
C  5.383  -1.629  -4.148  0.0002
C  4.444  -2.221  -3.330  0.0005
C  3.427  -1.476  -2.737  0.0008
C  3.375  -0.103  -3.017  0.0005
C  4.328  0.497  -3.816  0.0002
Si  2.208  -2.117  -1.443  0.0121
C  1.741  -3.940  -1.225  0.0003
C  0.589  -4.210  -0.483  0.0005
C  0.185  -5.506  -0.226  0.0002
C  0.926  -6.569  -0.714  0.0009
C  2.080  -6.321  -1.441  0.0003
C  2.480  -5.021  -1.690  0.0006
C  2.980  -1.553  0.190  0.0302
C  3.454  -2.516  1.093  0.0004
C  4.266  -2.177  2.156  0.0233
C  4.610  -0.843  2.376  0.0002
C  4.142  0.134  1.507  0.0258
C  3.339  -0.205  0.422  0.0084
H  6.102  0.204  -4.999  0.0000
H  6.154  -2.237  -4.601  0.0000
H  4.503  -3.282  -3.135  0.0000
H  2.579  0.497  -2.587  0.0006
H  4.288  1.562  -4.001  0.0000
H  0.010  -3.389  -0.084  0.0001
H  -0.720  -5.684  0.341  0.0000
H  0.605  -7.586  -0.535  0.0000
H  2.665  -7.143  -1.831  0.0000
H  3.385  -4.847  -2.252  0.0001
H  3.199  -3.552  0.923  -0.0005
H  4.661  -2.948  2.805  0.0015
H  5.267  -0.573  3.193  -0.0005
H  4.421  1.168  1.647  0.0011
H  3.159  0.549  -0.346  0.0049

Calculated values
Strongest force on any atom = 1.90 eV/A
<S²> = 8.791
Net charge = -1
Calculated total energy = -3296.23958 a.u.
Multiplicity = 6

Density functional theory data (ωB97M-V with the def2-TZVPD basis set) for C28H30N5O4SSeTi as an isolated structure.

Each line ends with the Löwdin spin population.
Positions of all 70 atoms, in Å:
Ti  -0.424  0.840  0.281  0.9466
O  -2.247  3.207  -1.472  -0.0007
C  -1.640  2.321  -2.080  -0.0005
O  -0.918  1.429  -1.481  -0.0085
C  -1.634  2.306  -3.584  -0.0003
C  -1.697  3.580  -4.158  -0.0001
C  -1.644  3.784  -5.522  0.0000
C  -1.541  2.662  -6.346  0.0000
C  -1.506  1.399  -5.799  0.0000
C  -1.555  1.150  -4.402  0.0000
S  -1.597  -0.505  -3.880  -0.0003
H  -1.788  4.419  -3.480  0.0000
H  -1.679  4.785  -5.937  0.0000
H  -1.493  2.777  -7.425  0.0000
H  -1.443  0.529  -6.441  0.0000
N  -0.873  2.858  1.007  0.0083
C  -1.384  2.773  2.377  0.0008
C  -0.874  1.508  3.073  0.0001
O  -0.941  1.401  4.286  -0.0010
O  -0.407  0.610  2.263  -0.0033
H  -0.019  3.400  0.936  0.0035
H  -1.551  3.202  0.319  0.0008
H  -2.469  2.666  2.334  0.0000
H  -1.140  3.645  2.986  -0.0002
N  4.836  -3.776  3.289  0.0000
C  3.870  -2.881  2.799  0.0000
C  2.639  -2.739  3.431  0.0000
C  1.711  -1.863  2.887  0.0001
N  1.924  -1.157  1.783  0.0008
C  3.102  -1.293  1.183  0.0000
C  4.100  -2.138  1.647  0.0000
H  4.764  -3.936  4.282  0.0000
H  5.778  -3.525  3.030  0.0000
H  2.410  -3.294  4.334  0.0000
H  0.749  -1.705  3.366  0.0000
H  3.259  -0.680  0.298  0.0000
H  5.046  -2.206  1.122  0.0000
C  -1.798  -3.006  -1.643  0.0032
C  -0.963  -2.023  -0.985  0.0173
N  -0.306  -1.275  -0.419  0.0062
H  -2.593  -2.462  -2.156  0.0003
H  -2.204  -3.675  -0.883  0.0002
H  -1.216  -3.560  -2.378  0.0011
C  1.798  0.679  -2.430  0.0011
C  2.385  1.200  -1.155  0.0057
C  3.697  1.589  -0.968  0.0032
C  3.796  2.060  0.365  0.0048
C  2.544  1.911  0.928  0.0037
C  2.205  2.179  2.362  0.0004
N  1.665  1.387  0.005  0.0053
H  2.610  0.389  -3.101  0.0001
H  1.186  1.423  -2.942  0.0002
H  1.151  -0.185  -2.285  0.0004
H  4.473  1.554  -1.720  0.0003
H  4.672  2.436  0.877  0.0004
H  3.098  2.552  2.869  0.0000
H  1.865  1.278  2.873  0.0002
H  1.424  2.934  2.500  0.0001
Se  -3.204  0.319  0.513  -0.0027
C  -3.330  -1.461  1.177  0.0017
C  -4.374  -2.289  0.739  -0.0001
C  -4.485  -3.604  1.167  0.0001
C  -3.546  -4.145  2.039  0.0000
C  -2.505  -3.335  2.482  0.0000
C  -2.401  -2.015  2.067  0.0007
H  -5.095  -1.882  0.040  -0.0002
H  -5.306  -4.215  0.805  0.0000
H  -3.622  -5.175  2.366  0.0000
H  -1.760  -3.736  3.161  0.0000
H  -1.586  -1.397  2.422  0.0004

Calculated values
Strongest force on any atom = 0.40 eV/A
<S²> = 0.753
Net charge = -2
Calculated total energy = -5309.06930 a.u.
Multiplicity = 2